(P)
This record from the OMol25 dataset describes a cluster of 2 separate species, CH3ClN2O2 in total. The level of theory is ωB97M-V with the def2-TZVPD basis set.

Last columns: bonded neighbours and bond lengths (Å).
Atoms and positions in Å:
1 C 0.30723 0.43466 0.48575  N3 1.407, H7 1.037, H8 1.011
2 N -1.14072 -0.95482 -0.48126  Cl6 1.695, H9 1.041
3 N -0.40182 1.59223 0.11616  C1 1.407, O4 1.182, O5 1.228
4 O -0.08097 2.16864 -0.86465  N3 1.182
5 O -1.49140 1.73263 0.66452  N3 1.228
6 Cl -2.66812 -0.31052 -0.12714  N2 1.695
7 H 0.01576 0.09558 1.42121  C1 1.037
8 H 1.01239 0.15032 -0.17987  C1 1.011
9 H -0.84276 -0.56794 -1.40008  N2 1.041

Charge ... 0
Frontier orbital gap (spin up / spin down) ... 8.39 / 8.27 eV
Molecular weight ... 110.50 g/mol

=====

(Q)
This record from the OMol25 dataset describes an isolated molecule of CH3ClN2O2. The level of theory is ωB97M-V with the def2-TZVPD basis set.

Last columns: bonded neighbours and bond lengths (Å).
Atoms and positions in Å:
1 O -1.27078 1.33070 1.26315  N2 1.189
2 N -1.06546 1.12975 0.10924  O1 1.189, O3 1.192, C4 1.450
3 O -1.47196 1.73542 -0.83339  N2 1.192
4 C -0.30504 -0.04867 -0.25825  N2 1.450, N5 1.698, H7 1.171, H8 1.195
5 N 1.22572 -0.00161 0.47440  C4 1.698, Cl6 1.709, H9 0.991
6 Cl 2.10773 1.24746 -0.28777  N5 1.709
7 H -0.27805 0.11362 -1.41791  C4 1.171
8 H -0.82785 -0.97192 0.29113  C4 1.195
9 H 0.98512 0.29103 1.38999  N5 0.991

SMILES ... O=[N+]([O-])CNCl
Charge ... 0
Frontier orbital gap ... 10.01 eV
Molecular weight ... 110.50 g/mol

=====

Which is the most stable structure? (Q) is the most stable.

=====

(P)
This record from the OMol25 dataset describes a cluster of 2 separate species, C5H13N3 in total. The level of theory is ωB97M-V with the def2-TZVPD basis set.

Last columns: bonded neighbours and bond lengths (Å).
Atoms and positions in Å:
1 C 1.68308 -0.33944 -0.09210  C2 1.515, H9 1.115, H10 1.116, H11 1.094
2 C 0.80909 0.89829 -0.06559  C1 1.515, C3 1.556, N8 1.500, H12 1.094
3 C -0.04070 0.96007 -1.36719  C2 1.556, C4 1.466, H13 1.092, H14 1.107
4 C -1.13656 -0.01433 -1.35419  C3 1.466, N7 1.312, H16 1.084
5 N -3.86109 0.29343 0.86201  C6 1.389, H17 1.010, H18 1.007
6 C -2.93863 0.89971 0.01928  N5 1.389, N7 1.290
7 N -2.02282 0.09061 -0.39309  C4 1.312, C6 1.290
8 N 1.67892 2.10926 0.09482  C2 1.500, H20 1.024, H21 1.011
9 H 2.28453 -0.31909 -1.03080  C1 1.115
10 H 2.50099 -0.21830 0.65791  C1 1.116
11 H 1.11076 -1.24291 0.13692  C1 1.094
12 H 0.11035 0.82471 0.77270  C2 1.094
13 H -0.48603 1.95655 -1.32070  C3 1.092
14 H 0.65012 0.92492 -2.23102  C3 1.107
15 H 3.21450 -5.75832 2.06239  H19 0.753
16 H -1.38234 -0.70727 -2.15131  C4 1.084
17 H -3.95791 -0.70691 0.76300  N5 1.010
18 H -4.78635 0.69159 0.86817  N5 1.007
19 H 3.30929 -5.17247 2.52651  H15 0.753
20 H 1.07257 2.90926 0.29518  N8 1.024
21 H 2.18824 1.92067 0.94711  N8 1.011

Charge ... 0
Frontier orbital gap ... 7.65 eV
Molecular weight ... 115.18 g/mol

=====

(Q)
This record from the OMol25 dataset describes an isolated molecule of C5H13N3. The level of theory is ωB97M-V with the def2-TZVPD basis set.

Last columns: bonded neighbours and bond lengths (Å).
Atoms and positions in Å:
1 C 1.81865 2.40235 -0.46056  N2 1.249, H9 1.098, H10 1.081
2 N 1.72319 1.30918 0.13502  C1 1.249, C3 1.446
3 C 0.46268 0.71552 0.52298  N2 1.446, N4 1.456, N5 1.439, H11 1.101
4 N -0.75845 1.37338 0.08010  C3 1.456, H12 1.014, H13 1.013
5 N 0.53370 -0.67311 0.15260  C3 1.439, C6 1.447, C7 1.448
6 C 0.53731 -0.92662 -1.27167  N5 1.447, H14 1.099, H15 1.089, H16 1.090
7 C -0.29397 -1.57742 0.92317  N5 1.448, C8 1.532, H17 1.095, H18 1.093
8 C -1.80140 -1.50407 0.66165  C7 1.532, H19 1.087, H20 1.087, H21 1.086
9 H 0.98445 3.04697 -0.76823  C1 1.098
10 H 2.80863 2.76546 -0.69815  C1 1.081
11 H 0.46418 0.75121 1.62303  C3 1.101
12 H -0.77993 1.44099 -0.93164  N4 1.014
13 H -0.83135 2.30530 0.47022  N4 1.013
14 H -0.42914 -0.74313 -1.76130  C6 1.099
15 H 0.81246 -1.96839 -1.43273  C6 1.089
16 H 1.29542 -0.29514 -1.73399  C6 1.090
17 H 0.06433 -2.58976 0.71076  C7 1.095
18 H -0.10112 -1.36898 1.97893  C7 1.093
19 H -2.03588 -1.83897 -0.34560  C8 1.087
20 H -2.32663 -2.14396 1.36618  C8 1.087
21 H -2.14713 -0.48079 0.77924  C8 1.086

SMILES ... C=N[C@@H](N)N(C)CC
Charge ... 0
Frontier orbital gap ... 9.32 eV
Molecular weight ... 115.18 g/mol

=====

(R)
This record from the OMol25 dataset describes an isolated molecule of C5H13N3. The level of theory is ωB97M-V with the def2-TZVPD basis set.

Last columns: bonded neighbours and bond lengths (Å).
Atoms and positions in Å:
1 H 3.70306 1.51603 1.11134  N2 1.021
2 N 3.03533 0.80900 0.80185  H1 1.021, C3 1.273
3 C 1.84595 1.24083 0.93928  N2 1.273, N4 1.372, N5 1.401
4 N 1.44032 2.51941 1.22776  C3 1.372, H10 1.005, H11 1.003
5 N 0.74659 0.39252 0.74977  C3 1.401, C6 1.466, H12 1.010
6 C -0.01450 0.52424 -0.49646  N5 1.466, C7 1.530, H13 1.098, H14 1.089
7 C -1.45008 0.02574 -0.31679  C6 1.530, C8 1.519, H15 1.094, H16 1.088
8 C -1.60852 -1.46924 -0.10067  C7 1.519, C9 1.530, H17 1.095, H18 1.096
9 C -1.11669 -2.28923 -1.29515  C8 1.530, H19 1.090, H20 1.093, H21 1.095
10 H 0.53779 2.59173 1.66504  N4 1.005
11 H 2.08542 3.27527 1.36443  N4 1.003
12 H 0.92185 -0.57310 0.98743  N5 1.010
13 H 0.47856 -0.02893 -1.30658  C6 1.098
14 H -0.03755 1.57885 -0.76790  C6 1.089
15 H -1.82685 0.57364 0.55140  C7 1.094
16 H -2.03890 0.35412 -1.17046  C7 1.088
17 H -2.66081 -1.71085 0.07942  C8 1.095
18 H -1.07506 -1.81128 0.79384  C8 1.096
19 H -0.04701 -2.14708 -1.45176  C9 1.090
20 H -1.27988 -3.36067 -1.14990  C9 1.093
21 H -1.63902 -2.01099 -2.21588  C9 1.095

SMILES ... [H]/N=C(\N)NCCCC
Charge ... 0
Frontier orbital gap ... 9.99 eV
Molecular weight ... 115.18 g/mol

=====

Which is the most stable structure? (R) is the most stable.